# 1
96
Properties=species:S:1:pos:R:3:forces:R:3:mulliken_charge:R:1 method="wB97M-V/def2-TZVPD" orbital_gap_ev=4.48 e_homo_ev=-0.5 energy_ev=-91295.6768 charge=-2 relative_energy_ev=2.186
C 2.076 -4.769 -1.610 0.06 -0.04 0.06 0.199
H 5.746 0.648 0.285 0.00 -0.04 0.07 0.386
H 2.109 0.942 2.305 -0.02 -0.01 -0.06 0.441
H 2.239 -0.149 -9.066 0.00 -0.02 -0.01 0.383
C 3.425 -0.270 1.142 0.17 0.09 -0.04 0.551
C 2.704 -5.994 -1.439 -0.05 -0.03 -0.08 -0.877
H 2.208 -1.793 -8.421 0.00 -0.01 0.01 0.345
C 1.702 1.463 -5.258 -0.15 0.26 0.13 -0.856
H 3.720 -5.642 1.764 0.01 0.01 0.00 0.428
C 2.520 -0.770 -8.211 0.01 0.01 -0.01 -1.684
C -1.115 -3.020 -0.114 0.04 -0.35 -0.17 -0.759
H 3.940 -1.843 -5.038 0.02 0.00 -0.05 0.355
H -3.170 -3.427 0.313 -0.01 -0.03 0.00 0.427
O 1.710 0.991 -0.040 -0.77 -0.39 -0.50 -1.791
H -2.074 -3.450 -3.829 0.00 0.01 0.02 0.399
H 5.709 -2.427 2.437 -0.03 0.00 -0.03 0.418
C 2.944 0.410 -0.150 0.20 -0.20 -0.30 1.750
C 2.934 -0.436 -1.459 -0.30 -0.01 0.03 0.340
H 2.380 2.720 -1.306 0.00 0.01 0.04 0.384
H -1.885 0.074 -3.336 0.01 -0.01 0.04 0.243
H 3.799 -7.274 -0.105 -0.02 0.00 0.01 0.364
H 3.626 -0.285 -4.258 0.02 0.01 -0.04 0.050
S 0.056 1.510 -3.090 -0.59 -0.35 -0.35 1.517
H 4.517 -3.870 -3.536 0.04 -0.04 -0.02 0.352
C 4.749 -3.176 -2.728 -0.17 0.21 0.10 -1.997
H -3.799 -3.722 -2.070 0.00 0.02 0.00 0.360
H 1.994 2.418 -4.839 0.05 0.00 -0.01 0.466
C 0.881 -0.954 -6.296 0.10 -0.10 -0.18 -0.698
H -0.918 2.081 4.596 -0.02 0.01 0.08 0.225
C 3.910 -1.912 -2.881 0.28 -0.09 -0.30 1.326
C 3.442 2.690 -1.095 -0.08 0.04 -0.02 -0.551
H 2.957 0.122 4.484 -0.07 0.03 -0.04 0.373
C 4.446 -1.219 1.197 -0.17 -0.01 -0.03 0.326
H 5.275 -0.948 -4.251 0.03 -0.01 -0.04 0.442
C -2.777 -3.483 -1.798 -0.09 0.00 -0.07 -0.700
C -1.911 2.073 1.635 -0.24 0.20 0.35 0.093
C -0.507 -2.998 -2.433 -0.04 0.11 0.01 0.176
C 4.921 -1.679 2.416 0.07 -0.07 0.05 -0.990
H 4.767 -1.566 4.556 -0.02 0.02 0.00 0.341
C -1.891 1.893 4.132 0.01 -0.04 -0.19 -1.486
H 1.012 -1.002 -2.175 0.02 0.03 -0.04 -0.291
C 2.297 0.968 -6.402 -0.07 -0.29 -0.20 -0.582
H -3.341 3.630 2.164 0.01 0.05 0.00 0.349
H 3.610 -0.752 -8.142 0.00 -0.02 0.01 0.352
H 6.254 4.571 -1.339 0.01 -0.01 0.00 0.363
H -0.820 -2.965 0.923 0.00 0.22 0.02 0.609
H 4.524 -3.650 -1.775 0.01 -0.03 0.02 0.318
H -0.496 -1.034 -4.656 0.02 -0.07 0.00 0.131
C -2.363 3.519 1.683 -0.01 -0.19 0.04 -1.653
H 2.720 -6.708 -2.256 0.00 0.02 -0.01 0.384
H -2.238 1.639 -2.575 0.01 -0.01 0.03 0.477
C 3.305 -6.317 -0.231 0.08 -0.04 0.01 -0.589
O 4.172 -1.068 -1.791 -0.01 -0.10 0.21 -0.197
O 2.520 -2.213 -2.854 -0.07 -0.05 0.00 0.041
C 2.043 -3.836 -0.574 0.04 0.06 0.18 -0.612
C 2.633 -4.178 0.640 -0.01 0.16 -0.09 -0.173
C 1.889 -0.253 -6.947 0.00 0.23 0.13 1.157
H 0.232 -2.848 -3.212 0.02 -0.04 -0.03 0.550
C 3.381 -0.251 3.558 0.07 -0.03 0.09 -0.926
C 1.305 -2.479 -0.652 -0.10 -0.14 -0.30 1.852
C -1.696 1.345 2.741 -0.31 0.19 -0.06 0.635
C 4.396 -1.197 3.605 0.02 -0.06 0.02 -0.646
H 3.094 1.524 -6.883 0.01 0.03 0.02 0.333
C -1.711 1.148 -3.390 0.44 0.05 0.07 -1.196
H -1.641 4.131 2.232 -0.04 0.08 -0.02 0.292
C 5.615 3.726 -1.107 0.03 0.02 -0.02 -0.506
H -2.432 3.909 0.669 -0.01 0.07 0.01 0.348
H 1.625 -4.536 -2.562 -0.05 0.00 -0.01 0.192
C 5.316 1.519 -0.187 -0.08 -0.01 -0.06 -0.167
S -1.692 1.405 0.025 1.22 -0.47 0.46 -0.349
H 0.562 -1.909 -6.699 -0.02 -0.02 0.03 0.267
C 4.215 -1.200 -4.202 -0.15 -0.01 0.27 -1.567
H 4.853 -1.623 0.282 0.02 0.01 -0.06 0.349
C 0.679 0.763 -4.630 0.15 -0.18 0.05 -0.171
H 2.730 0.329 -2.229 0.07 -0.01 0.08 -0.497
H -2.408 1.151 4.745 -0.01 0.03 0.07 0.319
H -2.465 2.821 4.134 0.00 0.00 0.04 0.371
C 3.953 1.556 -0.470 0.01 0.07 0.07 0.247
H 2.570 -3.448 1.434 0.03 0.02 0.06 0.413
C -1.812 -3.325 -2.783 0.00 0.01 -0.05 -1.097
C -2.424 -3.329 -0.466 0.14 0.04 0.12 -0.879
H 3.841 4.637 -1.897 -0.04 -0.01 0.01 0.440
C -0.143 -2.840 -1.098 0.07 0.04 0.21 0.325
C 2.909 0.214 2.342 -0.09 0.02 -0.02 -0.797
S -1.160 -0.329 2.710 0.30 -0.41 -0.98 -0.557
Pt -0.028 -0.184 0.546 0.25 0.40 0.47 3.629
H 5.807 -2.909 -2.757 0.02 -0.02 -0.05 0.472
C 0.283 -0.464 -5.147 -0.08 0.19 0.29 -0.045
H 7.194 2.553 -0.252 0.00 -0.03 0.00 0.394
O 0.213 2.966 -3.335 0.13 0.39 0.08 -0.931
C 1.880 -1.520 -1.766 0.14 0.05 0.25 0.347
O 1.328 -1.881 0.576 -0.64 0.59 0.18 -2.182
C 6.137 2.595 -0.498 0.07 0.03 0.00 -0.946
C 4.262 3.762 -1.413 0.03 0.06 -0.05 -0.906
C 3.265 -5.401 0.810 0.04 -0.07 0.03 -0.988
H -1.984 1.564 -4.358 0.02 -0.01 -0.05 0.424

---

# 2
127
Properties=species:S:1:pos:R:3:forces:R:3:mulliken_charge:R:1 method="wB97M-V/def2-TZVPD" orbital_gap_ev=7.88 e_homo_ev=-11.0 energy_ev=-88353.8443 charge=+1
H 6.611 0.028 1.878 -0.11 0.03 0.13 0.089
H 3.536 -6.516 3.808 0.23 0.10 -0.09 0.359
H 8.726 -4.004 2.647 0.05 0.05 0.15 0.335
H 4.814 -1.589 1.768 -0.05 0.19 0.05 0.273
S -7.043 -3.366 -0.995 0.47 0.04 0.55 -0.382
C 7.969 -2.292 3.741 0.38 -0.67 0.14 0.786
C 0.131 1.558 -0.644 0.07 0.54 0.42 -0.865
H -0.068 -0.896 0.509 1.46 0.66 0.52 0.248
H -1.644 4.243 -4.669 -0.15 0.04 0.12 0.372
H 8.524 0.675 7.596 -0.16 -0.09 -0.18 0.328
H -4.724 -2.977 0.780 0.06 0.71 -0.46 0.615
H -4.010 0.698 -0.945 -1.28 -0.51 1.36 -0.202
O -2.460 5.964 -6.233 -0.08 -0.04 0.17 -0.476
C 0.778 -0.226 0.940 -0.12 -1.00 0.92 -0.788
C 3.159 -4.163 2.850 0.11 0.34 0.07 -0.977
P -6.950 -1.492 -0.380 -0.34 -1.49 -1.39 0.157
H 7.796 2.955 4.942 0.07 -0.02 0.05 0.362
H 3.722 1.033 1.655 -0.04 -0.19 -0.09 0.263
H -7.665 -1.440 0.861 0.56 0.98 -0.62 0.121
C -2.825 2.473 -4.248 0.66 0.29 0.39 0.363
H 6.505 -3.570 3.508 0.07 0.21 0.09 0.181
H -0.931 7.578 -7.725 -0.07 -0.10 -0.11 0.338
H -7.112 -0.851 -6.119 0.02 -0.12 -0.07 0.310
C 4.389 0.227 3.534 -0.17 0.05 0.22 -0.823
H 5.899 0.803 0.471 -0.05 0.06 0.11 0.368
H -3.192 2.359 -5.272 -0.18 -0.06 0.21 0.280
H 0.920 -0.515 2.060 -0.18 0.58 -2.01 0.166
C -3.177 -1.704 1.431 1.28 -0.38 1.45 0.433
H 8.903 1.569 4.832 -0.12 0.04 0.03 0.308
H 2.563 -6.569 1.591 0.00 0.15 0.04 0.362
H -2.781 6.872 -6.332 0.11 -0.23 -0.03 0.303
H -1.113 -0.350 2.898 -1.43 0.95 -0.82 0.320
P -6.252 1.559 -0.216 -1.82 -0.72 -0.25 0.061
H -1.422 4.578 -7.313 -0.11 0.07 0.19 0.234
C 8.349 -2.798 5.123 -0.12 0.16 0.29 -1.435
H -7.958 -5.066 -5.976 0.08 0.11 -0.07 0.313
H -1.284 1.610 -2.991 0.00 0.18 -0.09 -0.291
C -7.753 -2.917 -6.102 0.43 -0.11 0.55 0.335
C -6.840 2.259 1.450 0.29 1.48 0.19 -1.028
H 5.096 -0.516 3.917 0.04 0.07 -0.13 -0.073
O 4.157 -0.950 1.451 -0.32 -0.17 -0.25 -0.521
C 8.842 -2.915 2.663 0.05 0.17 -0.29 -1.498
C 4.468 0.320 2.019 0.59 -0.25 0.36 0.586
H 4.607 1.191 4.001 -0.04 -0.05 -0.01 0.412
H 8.065 -1.203 3.709 -0.23 -0.07 -0.02 0.086
H -3.310 4.578 -4.153 0.19 -0.09 -0.13 0.273
H -8.359 -2.733 -4.252 -0.08 -0.08 -0.26 0.314
H -1.930 0.505 -4.195 0.03 0.09 -0.09 0.345
C 3.495 -6.090 1.275 0.21 -0.11 -0.28 -1.463
H 8.549 -2.551 1.674 0.06 0.04 0.10 0.348
H 2.941 -3.478 2.025 -0.01 0.00 0.08 0.172
H 1.781 -0.473 0.425 -1.69 0.73 0.70 0.343
H -0.813 1.794 -4.695 -0.04 -0.04 0.10 0.477
H -6.992 3.591 -1.533 1.73 -1.28 0.40 0.449
C 4.098 -5.274 2.407 -0.76 -0.24 0.12 0.548
H -7.560 -0.707 -1.409 0.53 -0.04 0.97 0.191
O 7.952 0.254 6.938 -0.02 -0.28 -0.06 -0.487
C -1.783 0.434 2.393 0.20 0.57 -0.27 -0.715
C -2.587 -2.862 4.026 -1.97 2.80 -6.39 -0.469
H 3.391 -0.096 3.848 0.04 0.10 -0.04 0.248
H 3.288 -5.463 0.403 -0.01 -0.07 0.05 0.347
H 5.050 -4.843 2.083 0.01 -0.14 0.14 0.198
O 4.373 -6.130 3.514 0.26 0.00 0.10 -0.559
H 7.705 -2.351 5.886 0.16 0.07 -0.10 0.271
O -3.968 0.753 1.190 0.47 -2.18 -0.77 -0.365
O -5.424 -1.743 2.114 -1.45 -0.63 0.56 -0.398
H -2.101 -3.417 4.925 -1.41 1.42 -2.01 0.391
O -8.768 -2.680 -5.129 -0.22 0.13 0.03 -0.533
H -6.402 -4.526 -6.642 -0.04 -0.02 0.08 0.356
H -2.439 1.014 3.166 1.43 -1.08 -1.38 0.345
C -2.752 5.671 -8.603 -0.16 -0.28 -0.11 -1.410
C -1.780 5.605 -7.436 -0.14 0.71 -0.33 0.598
H 9.897 -2.679 2.825 -0.08 -0.06 -0.03 0.416
C -6.679 -1.846 -5.982 0.00 0.30 -0.22 -1.056
N 0.351 1.206 0.822 -2.22 -1.30 0.52 0.188
C -2.447 3.924 -4.000 -0.17 0.08 -0.05 -1.251
C -2.797 -0.140 1.277 0.89 0.84 -0.79 0.227
O -3.889 2.104 -3.370 -0.28 -0.41 0.01 -0.298
H 8.216 -3.883 5.193 0.10 0.02 -0.16 0.401
H -3.572 2.201 -2.461 0.07 0.19 -0.33 -0.007
H -0.881 2.138 -0.686 2.02 -0.90 -0.32 0.264
H -2.264 5.384 -9.539 -0.07 0.06 0.05 0.378
H 0.086 6.489 -6.793 -0.05 -0.06 -0.11 0.335
C -6.051 2.899 -1.540 0.54 0.98 -0.41 -0.818
H -6.029 2.447 -2.616 0.16 0.57 2.24 0.209
H 8.973 2.627 6.233 -0.15 0.03 0.02 0.375
H 6.115 1.732 1.970 0.02 -0.07 -0.03 0.386
H 5.869 2.879 6.667 0.04 -0.02 0.08 0.366
C 8.289 2.164 5.515 0.08 -0.05 -0.31 -1.302
H 9.389 -2.558 5.359 -0.10 -0.03 0.01 0.404
C -7.173 -4.308 -5.899 -0.09 -0.27 -0.17 -1.121
H 7.037 2.550 7.966 0.04 0.04 -0.15 0.402
C -1.641 1.546 -4.025 -0.01 -0.32 -0.18 -0.725
C 7.272 1.283 6.223 0.35 0.47 0.41 1.114
O 6.600 -2.606 3.482 -0.49 0.15 -0.25 -0.304
C -0.598 6.538 -7.645 0.31 -0.08 0.10 -1.321
C 6.418 2.090 7.189 -0.33 -0.07 0.04 -1.500
C -0.836 1.524 1.643 -1.13 4.61 0.47 0.147
H -7.385 1.497 2.124 1.23 1.04 -1.20 0.272
H -2.118 4.071 -2.965 0.11 -0.16 0.00 0.309
C -3.039 -2.299 2.912 3.54 -3.12 4.90 -0.651
C 5.853 0.752 1.562 0.08 0.18 -0.24 -1.239
H -8.225 -2.855 -7.087 -0.13 0.04 0.21 0.294
H -3.160 6.681 -8.716 0.16 -0.01 0.00 0.358
H -2.518 -2.281 0.662 -1.12 0.77 1.62 0.468
H 6.629 0.796 5.483 0.14 -0.16 0.14 -0.294
H 1.026 2.205 -0.985 -1.71 -1.03 0.29 0.263
H -0.046 6.278 -8.553 -0.03 0.07 0.07 0.372
H 4.176 -6.892 0.975 -0.03 0.14 0.01 0.359
H 0.103 0.562 -1.231 -0.09 1.71 0.70 0.327
H -5.967 2.804 1.964 -1.51 -0.97 -0.38 0.298
H -3.603 5.004 -8.433 0.13 0.01 -0.02 0.333
H -2.261 -0.029 0.243 -0.85 -0.46 1.62 0.145
C -4.719 0.454 -0.044 2.00 0.61 0.10 0.774
H -4.549 -1.582 -1.128 -1.00 0.65 1.80 0.426
H 3.600 -3.591 3.672 0.02 0.00 -0.14 0.249
H -6.224 -1.860 -4.986 0.02 -0.16 -0.03 0.167
H -5.892 -2.610 2.284 0.52 1.13 -0.07 0.391
C -5.059 -1.136 -0.176 -0.53 1.45 -1.13 -0.575
H -7.635 3.077 1.190 1.46 -1.52 0.27 0.394
H 2.214 -4.574 3.221 0.03 -0.10 -0.13 0.440
N -4.625 -1.959 1.005 0.97 -0.63 -0.30 0.058
H -6.735 -4.407 -4.900 0.06 0.13 -0.06 0.254
H -5.893 -1.991 -6.728 -0.02 0.04 0.09 0.368
H 5.700 1.442 7.700 0.05 0.05 -0.12 0.351
H -5.083 3.524 -1.360 -1.87 -0.85 -0.49 0.251
O -1.208 2.760 1.771 1.69 -5.68 -0.96 -0.594

---

# 3
48
Properties=species:S:1:pos:R:3:forces:R:3:mulliken_charge:R:1 method="wB97M-V/def2-TZVPD" orbital_gap_ev=7.96 e_homo_ev=-8.1 energy_ev=-77125.0215 smiles="COc1ccc(/C=N/NC(=O)c2nc(Cl)c(Cl)c(N)c2Cl)cc1COc1ccc(F)cc1F"
O -3.472 0.735 -0.216 0.15 -0.01 -0.34 -0.221
C 7.441 1.986 -0.001 -0.09 -0.03 0.00 0.184
N 8.949 0.269 -0.733 0.16 -0.05 -0.04 -0.410
C -4.385 2.600 -1.300 0.03 -0.11 0.11 0.572
C 4.123 -0.652 -0.169 -0.39 -0.10 0.04 0.443
H -6.582 3.488 1.713 -0.07 0.05 0.07 0.422
H 0.189 -3.910 -0.407 0.09 -0.08 -0.03 0.417
H 3.157 1.026 0.386 -0.08 -0.36 -0.07 0.437
N 5.129 1.495 0.254 0.06 0.13 0.03 -0.477
Cl 6.919 -1.832 -0.977 0.29 -0.05 -0.07 -0.250
C -4.623 -4.047 0.170 -0.10 -0.21 -0.04 -0.978
H 1.981 -2.332 -0.301 0.12 0.15 0.02 0.522
Cl 5.763 3.930 0.824 -0.05 0.31 0.09 -0.174
C 7.711 0.671 -0.413 -0.43 0.16 0.13 0.529
C 5.341 0.233 -0.132 0.71 0.17 -0.07 0.227
C -5.960 3.229 0.871 -0.15 0.33 -0.20 -0.832
O -4.137 -2.752 0.437 0.18 0.28 0.02 -0.451
C -2.805 -2.513 0.312 0.30 0.09 0.04 1.060
C 6.135 2.335 0.317 0.04 -0.42 -0.13 -0.012
F -6.804 5.079 -0.322 0.03 -0.02 -0.03 -0.325
C -5.125 2.124 0.922 0.25 -0.20 -0.20 -0.212
C 6.608 -0.215 -0.472 -0.23 0.08 0.06 0.492
H 9.709 0.925 -0.696 0.01 -0.12 -0.04 0.152
F -3.618 2.295 -2.362 -0.09 0.00 0.18 -0.305
C -1.036 -0.885 0.462 -0.02 -0.34 -0.05 -0.464
C -5.992 4.003 -0.270 0.11 -0.24 0.15 0.352
H -5.700 -3.991 0.317 0.08 -0.05 -0.02 0.252
H -4.344 -0.571 1.136 0.12 0.16 0.03 0.571
H -5.235 4.309 -2.261 0.01 0.05 -0.10 0.474
C 1.319 -1.523 -0.001 0.89 -0.05 -0.13 -0.772
Cl 8.729 3.130 0.098 0.02 -0.13 -0.04 -0.211
O 4.163 -1.830 -0.460 -0.22 -0.06 0.02 -0.695
C -3.370 -0.123 0.911 -0.01 -0.20 0.24 -0.924
C -4.319 1.783 -0.160 -0.21 0.30 -0.04 0.150
N 1.716 -0.335 0.249 -0.71 -0.21 0.05 -1.163
H -0.702 0.124 0.643 0.00 0.17 0.04 0.528
C -5.208 3.702 -1.371 -0.03 -0.05 0.14 -0.520
C -2.374 -1.199 0.567 -0.33 0.05 0.02 0.110
H -4.202 -4.784 0.861 0.00 0.03 -0.04 0.373
H -3.018 0.449 1.781 -0.08 -0.04 -0.10 0.423
C -1.862 -3.478 -0.034 -0.46 -0.15 0.01 -0.681
N 3.005 0.045 0.163 0.52 0.50 0.03 0.508
C -0.087 -1.848 0.111 -0.75 -0.11 0.07 0.623
H -5.110 1.528 1.819 0.03 -0.09 0.07 0.365
H -4.414 -4.350 -0.861 0.01 0.01 0.04 0.380
H 9.086 -0.680 -1.035 0.12 0.09 0.00 0.175
C -0.525 -3.147 -0.134 0.21 0.44 0.07 -1.089
H -2.165 -4.493 -0.234 -0.06 -0.08 -0.01 0.426